(1)
Formula: C34H51N4OP2Pt
Source: the OMol25 dataset
Level of theory: ωB97M-V/def2-TZVPD

Geometry as XYZ:
```
93
Properties=species:S:1:pos:R:3:mulliken_charge:R:1
C 2.409 0.043 1.051 0.5843
C 1.627 1.669 -0.449 0.0868
C 3.731 0.476 0.891 -0.7348
C 2.891 2.298 -0.418 -0.9639
C 3.961 1.682 0.219 -0.9661
H 4.516 -0.117 1.366 0.5780
H 3.008 3.221 -0.991 0.5696
H 4.967 2.114 0.176 0.4948
N 1.382 0.793 0.606 0.1015
P 0.582 -1.650 2.250 -0.9547
P -0.962 1.854 -2.102 0.2051
C 2.198 -1.413 1.433 -1.5906
H 2.235 -1.996 0.500 0.3890
H 3.042 -1.759 2.041 0.6577
C -2.357 -0.811 0.380 0.2513
O -3.316 -1.300 -0.063 -0.4722
C 0.853 1.761 -1.740 -0.2491
H 1.292 2.582 -2.352 0.8254
C -1.043 1.879 -4.031 1.7734
C -2.329 3.088 -1.330 1.5716
C 0.100 -3.450 1.940 1.8884
C 1.088 -1.289 4.032 2.1585
C -1.502 0.440 -4.387 -1.6717
H -2.444 0.108 -3.888 0.3264
H -1.669 0.402 -5.481 0.5158
H -0.709 -0.307 -4.129 0.4230
C -2.001 2.904 -4.722 -1.6903
H -3.061 2.817 -4.405 0.2330
H -1.652 3.948 -4.613 0.4675
H -1.996 2.705 -5.812 0.4670
C 0.350 2.011 -4.681 -1.7979
H 0.243 1.872 -5.786 0.5126
H 0.811 2.993 -4.488 0.3689
H 1.014 1.197 -4.326 0.3973
C -3.758 2.630 -1.757 -1.2990
H -4.005 1.636 -1.348 0.2543
H -4.512 3.338 -1.356 0.4905
H -3.920 2.570 -2.848 0.1752
C -2.267 3.029 0.217 -1.4917
H -2.565 2.030 0.576 -0.0320
H -1.243 3.252 0.604 0.2627
H -2.983 3.770 0.666 0.6630
C -1.963 4.502 -1.788 -1.5400
H -2.083 4.634 -2.881 0.2847
H -2.634 5.221 -1.269 0.5098
H -0.911 4.734 -1.507 0.3376
C -0.034 -1.672 5.005 -1.7100
H 0.228 -1.316 6.015 0.5455
H -0.996 -1.214 4.744 0.1791
H -0.183 -2.756 5.090 0.3533
C 1.320 0.218 4.172 -1.4215
H 2.114 0.578 3.516 0.2548
H 0.420 0.792 3.943 0.1176
H 1.611 0.454 5.205 0.5994
C 2.386 -2.000 4.461 -1.6792
H 2.511 -1.874 5.547 0.5042
H 2.377 -3.075 4.255 0.3011
H 3.272 -1.557 3.993 0.4038
C 0.156 -3.728 0.425 -1.5303
H 1.188 -3.743 0.050 0.3870
H -0.304 -4.712 0.228 0.6211
H -0.388 -2.960 -0.146 0.1285
C -1.351 -3.626 2.418 -1.3078
H -2.046 -3.002 1.840 0.1219
H -1.643 -4.679 2.270 0.5570
H -1.477 -3.391 3.485 0.2741
C 1.002 -4.448 2.683 -1.8797
H 2.062 -4.349 2.405 0.3737
H 0.902 -4.388 3.778 0.3676
H 0.693 -5.467 2.397 0.5171
Pt -0.674 -0.132 0.858 3.8133
N -0.063 -0.660 -1.068 -0.5856
C 0.640 0.047 -1.904 0.1672
C 1.541 -0.747 -2.823 0.4828
C 0.984 -1.963 -3.228 -0.6329
C 2.807 -0.367 -3.297 -0.1679
C 1.629 -2.739 -4.183 -0.9971
H 0.032 -2.302 -2.792 0.4312
C 3.435 -1.153 -4.261 -0.8937
H 3.270 0.539 -2.906 0.4785
C 2.835 -2.316 -4.764 -0.6807
H 1.199 -3.693 -4.483 0.4622
H 4.412 -0.869 -4.644 0.4780
H 3.308 -2.888 -5.563 0.4733
N -3.376 0.660 4.198 0.0002
C -2.618 1.824 4.279 -0.8737
C -1.692 1.748 3.275 -0.7676
N -1.858 0.544 2.618 0.3555
C -2.867 -0.111 3.199 -0.6519
H -4.189 0.418 4.767 0.2719
H -2.778 2.604 4.996 0.4676
H -0.919 2.444 2.996 0.5600
H -3.293 -1.082 2.956 0.3604
```

**Total charge**: +3
**LUMO (spin up / spin down)**: -9.10 / -11.64 eV
**Calculated total energy**: -65887.0254 eV
**Gap between HOMO and LUMO (spin up / spin down)**: 6.14 / 5.21 eV
**Maximum force**: 6.8 eV/A
**Spin multiplicity**: 5

---

(2)
Formula: C34H52ClN3SSi3Ta
Source: the OMol25 dataset
Level of theory: ωB97M-V/def2-TZVPD

Geometry as XYZ:
```
95
Properties=species:S:1:pos:R:3:mulliken_charge:R:1
Ta -0.051 -0.306 0.566 1.3356
C -3.957 1.876 0.227 -1.6895
C -3.220 2.426 1.419 2.2706
C -3.603 3.660 1.933 -0.9622
C -2.933 4.223 3.004 -0.9954
C -1.890 3.531 3.595 -0.8797
C -1.494 2.281 3.128 1.7047
C -0.424 1.523 3.862 -1.3347
C -2.144 1.745 2.009 -2.0030
N -1.721 0.493 1.458 1.4168
C -2.652 -0.552 1.632 1.2346
C -3.748 -0.468 2.657 -2.4016
C -2.574 -1.583 0.748 1.2423
C -3.665 -2.612 0.643 -2.1385
N -1.543 -1.515 -0.212 0.4835
C -1.632 -2.438 -1.304 -1.0991
C -1.190 -3.762 -1.159 1.1001
C -0.736 -4.295 0.170 -1.1143
C -1.231 -4.611 -2.260 -0.9050
C -1.722 -4.178 -3.483 -1.0700
C -2.233 -2.898 -3.594 -0.8336
C -2.228 -2.029 -2.505 1.0707
C -2.958 -0.719 -2.628 -1.7882
H -4.093 2.652 -0.530 0.4529
H -4.954 1.531 0.508 0.4255
H -3.435 1.034 -0.222 -0.1535
H -4.433 4.185 1.476 0.4959
H -3.239 5.185 3.395 0.4283
H -1.388 3.947 4.461 0.4907
H -0.328 1.904 4.878 0.6433
H 0.553 1.616 3.381 0.0098
H -0.652 0.460 3.907 0.2172
H -3.582 0.331 3.375 0.4262
H -3.826 -1.402 3.215 0.5803
H -4.719 -0.296 2.185 0.3097
H -4.591 -2.137 0.307 0.3653
H -3.875 -3.073 1.609 0.4615
H -3.429 -3.405 -0.061 0.4101
H -0.217 -3.542 0.763 -0.0242
H -0.086 -5.161 0.038 0.4823
H -1.597 -4.622 0.757 0.3520
H -0.888 -5.633 -2.144 0.4928
H -1.744 -4.850 -4.331 0.4521
H -2.676 -2.569 -4.526 0.4988
H -2.656 -0.173 -3.523 0.4636
H -2.804 -0.086 -1.760 -0.1039
H -4.029 -0.914 -2.713 0.4451
C 3.075 0.236 -3.312 -1.4661
Si 1.890 0.795 -1.961 0.8258
C 1.906 2.677 -2.129 -1.2331
C 0.180 0.252 -2.536 -0.4134
C 2.135 0.031 -0.220 0.8260
Si 3.186 -1.448 -0.150 -0.3914
C 2.452 -3.840 -2.651 -0.9847
C 3.489 -2.580 1.292 -1.1779
C 4.792 -1.509 -1.109 -1.2639
Si 2.870 1.267 1.002 -0.6565
C 4.435 2.094 0.371 -1.1297
C 3.338 0.678 2.718 -1.4025
C 1.412 2.483 1.001 0.1740
C 1.498 3.815 1.365 -0.7333
C 0.487 4.700 1.013 -1.0318
C -0.581 4.226 0.278 -1.1721
C -0.648 2.870 0.014 -0.3846
N 0.299 2.004 0.387 1.1109
H 2.688 0.652 -4.246 0.4144
H 3.168 -0.840 -3.454 0.2235
H 4.074 0.652 -3.175 0.3424
H 2.320 2.912 -3.112 0.5555
H 2.487 3.228 -1.395 0.2670
H 0.893 3.079 -2.105 0.3807
H -0.015 0.727 -3.502 0.6451
H -0.652 0.593 -1.909 -0.1938
H 0.073 -0.823 -2.686 0.0159
H 1.584 -4.242 -3.164 0.2678
H 3.073 -4.622 -2.230 0.4041
H 3.015 -3.153 -3.271 0.3126
H 2.598 -3.101 1.634 0.3571
H 3.905 -2.037 2.142 0.3527
H 4.240 -3.298 0.954 0.4979
H 4.927 -0.772 -1.890 0.3453
H 4.948 -2.509 -1.522 0.4143
H 5.591 -1.374 -0.372 0.4244
H 5.213 1.330 0.278 0.3837
H 4.803 2.820 1.100 0.4371
H 4.351 2.593 -0.590 0.3317
H 4.352 0.274 2.721 0.4810
H 2.656 -0.055 3.144 0.3524
H 3.350 1.549 3.380 0.4263
H 2.381 4.171 1.879 0.5580
H 0.550 5.747 1.279 0.4777
H -1.377 4.876 -0.055 0.5020
H -1.485 2.455 -0.532 0.6474
Cl 1.741 -2.906 -1.279 0.3456
S 0.566 -1.451 2.249 -0.7314
```

**Total charge**: +1
**LUMO**: -2.72 eV
**Relative energy (zero: lowest compared OMol25 entry of this formula, charge and spin)**: 191.4 kJ/mol
**Calculated total energy**: -89114.3094 eV
**Gap between HOMO and LUMO**: 6.67 eV
**Maximum force**: 1.4 eV/A

---

(3)
Formula: C34H52N8O4
Source: the OMol25 dataset
Level of theory: ωB97M-V/def2-TZVPD

Geometry as XYZ:
```
98
Properties=species:S:1:pos:R:3:mulliken_charge:R:1
C -0.219 -0.947 -1.218 -0.7734
C -0.948 -1.408 -2.486 -0.4248
C -1.300 -2.894 -2.504 -0.7137
N -2.584 -3.238 -1.940 -0.3963
N -2.724 -2.763 -0.604 1.0422
C -3.736 -1.730 -0.419 -0.7975
C -3.569 -1.136 0.973 -0.6032
O -4.575 -1.672 1.808 -0.4653
C -2.900 -3.853 0.273 -0.2184
O -3.757 -4.575 0.235 -0.4785
O -1.941 -4.025 1.214 -0.2346
C -0.980 -4.903 0.638 -0.2192
C 0.350 -4.984 1.392 -0.8477
C 0.730 -3.832 2.333 -0.6978
C 1.874 -2.911 1.872 -0.5172
O 2.860 -2.958 2.900 -0.5631
H 0.846 -0.891 -1.350 0.3605
H -0.408 -1.653 -0.429 -0.1145
H -0.618 -0.012 -0.862 0.3067
H -1.787 -0.775 -2.712 0.2369
H -0.241 -1.259 -3.290 0.4663
H -1.249 -3.217 -3.529 0.4616
H -0.515 -3.424 -1.985 0.1113
H -3.333 -2.902 -2.519 0.2471
H -4.747 -2.093 -0.550 0.4381
H -3.509 -0.971 -1.144 0.4561
H -3.674 -0.064 0.937 0.5283
H -2.585 -1.395 1.328 0.2274
H -4.712 -1.055 2.516 0.2819
H -0.820 -4.710 -0.411 0.0207
H -1.404 -5.896 0.668 0.3475
H 0.350 -5.890 1.964 0.3493
H 1.115 -5.052 0.641 0.3819
H -0.098 -3.233 2.665 0.4226
H 1.132 -4.301 3.213 0.4391
H 1.487 -1.908 1.852 0.2979
H 2.308 -3.207 0.934 0.3585
H 2.908 -2.137 3.364 0.2810
C -6.179 -5.763 4.514 -0.7558
C -5.650 -5.287 3.282 -0.0525
C -5.102 -6.359 2.634 -0.7126
N -5.276 -7.462 3.425 0.0272
C -5.936 -7.108 4.571 -0.4126
H -6.682 -5.183 5.269 0.3801
H -5.668 -4.275 2.915 0.4626
H -4.605 -6.429 1.683 0.5005
H -4.968 -8.387 3.200 0.1770
H -6.172 -7.840 5.323 0.3762
C -1.732 6.700 -2.930 -0.3288
C -2.114 6.634 -1.562 -0.3897
C -1.215 5.821 -0.927 -0.5617
N -0.310 5.389 -1.858 -0.0186
C -0.615 5.924 -3.079 -0.5485
H -2.221 7.254 -3.713 0.4175
H -2.951 7.129 -1.100 0.4223
H -1.141 5.513 0.102 0.3818
H 0.460 4.775 -1.673 0.1913
H -0.014 5.706 -3.944 0.3782
C 3.456 7.250 -1.683 -0.9721
C 2.146 7.614 -1.265 0.7915
C 2.242 8.818 -0.626 -0.9578
N 3.557 9.197 -0.636 0.0591
C 4.303 8.251 -1.280 -0.4866
H 3.746 6.360 -2.217 0.4557
H 1.241 7.057 -1.418 0.1775
H 1.492 9.436 -0.165 0.3961
H 3.918 10.039 -0.232 0.1810
H 5.367 8.369 -1.395 0.3908
C 6.569 1.176 3.629 -0.3114
C 6.473 0.098 2.700 -0.4908
C 5.789 -0.915 3.322 -0.6107
N 5.459 -0.483 4.577 0.0278
C 5.927 0.786 4.770 -0.7230
H 7.060 2.119 3.480 0.6961
H 6.877 0.064 1.703 0.4084
H 5.514 -1.905 2.999 0.4601
H 4.965 -1.023 5.261 0.2115
H 5.778 1.294 5.706 0.3898
C 5.749 5.447 2.888 -0.7328
C 5.628 4.236 2.157 0.1261
C 5.045 4.548 0.954 -0.7274
N 4.817 5.900 0.937 0.1330
C 5.246 6.450 2.107 -0.2878
H 6.166 5.567 3.874 0.3878
H 5.949 3.263 2.497 0.0409
H 4.781 3.930 0.113 0.3414
H 4.399 6.424 0.181 0.3294
H 5.156 7.508 2.285 0.3619
C -3.060 -2.016 -7.344 -0.5430
C -3.174 -3.349 -7.825 -0.3794
C -3.559 -4.131 -6.772 -0.5437
N -3.679 -3.324 -5.673 0.0538
C -3.381 -2.034 -6.014 -0.3265
H -2.777 -1.145 -7.911 0.4082
H -2.994 -3.692 -8.830 0.3930
H -3.757 -5.186 -6.708 0.3776
H -3.945 -3.632 -4.758 0.1883
H -3.422 -1.243 -5.285 0.3751
```

**LUMO**: 0.28 eV
**Calculated total energy**: -56207.3406 eV
**Gap between HOMO and LUMO**: 8.15 eV
**Maximum force**: 8.5 eV/A
**Structure (SMILES)**: CCCNN(CCO)C(=O)OCCCCO.c1cc[nH]c1.c1cc[nH]c1.c1cc[nH]c1.c1cc[nH]c1.c1cc[nH]c1.c1cc[nH]c1